[1]
The following is a DFT calculation (the ωB97M-V functional and the def2-TZVPD basis) of a molecular structure, C9H10F3N3ReS.

Positions of all 27 atoms, in Å:
Re1 -1.89061 -0.98558 -1.66450
F1 -0.78901 3.51652 0.65240
C1 -1.89061 2.94762 1.22300
F2 -1.89061 3.49262 2.49530
F3 -2.99221 3.51652 0.65240
C2 -1.89061 1.44102 1.28310
C3 -1.89061 0.82942 2.56120
C4 -1.89061 -0.55598 2.72750
C5 -1.89061 -1.35428 1.60570
N1 -1.89061 -0.86348 0.36020
C6 -1.89061 0.58282 0.17970
S1 -1.89061 1.46512 -1.54240
H1 -1.89061 1.45122 3.45510
H2 -1.89061 -0.99668 3.71700
H3 -1.89061 -2.43568 1.67580
C7 3.33959 -1.68408 -0.54940
N2 2.64029 -1.00618 -1.60720
C8 3.37139 -0.32758 -2.65520
C9 1.25369 -0.99538 -1.63780
N3 0.09479 -0.98558 -1.66450
H4 4.43879 -1.59798 -0.67900
H5 3.07389 -2.76198 -0.56550
H6 3.06839 -1.24108 0.42990
H7 4.46449 -0.42568 -2.49920
H8 3.11199 0.74532 -2.65950
H9 3.11719 -0.78548 -3.62960
H10 -3.61531 -0.98558 -1.66450

Properties
Charge: +2
Spin multiplicity: 4
E_LUMO (alpha / beta), eV: -10.210 / -9.871
M, g mol⁻¹: 435.468
Calculated total energy, hartree: -1288.4774


[2]
The following is a DFT calculation (the ωB97M-V functional and the def2-TZVPD basis) of 2 unconnected molecules or ions with the total composition C4H13NS2.

Positions of all 20 atoms, in Å:
C1 -0.52205 -0.10164 -2.77990
C2 0.16160 -0.16591 -1.41518
C3 -0.79658 -0.60362 -0.32109
N1 1.33435 -1.03639 -1.38047
H1 -1.23605 0.71782 -2.80148
H2 0.21853 0.13075 -3.54498
H3 -1.03040 -1.04068 -3.01456
H4 0.51889 0.84374 -1.18338
H5 -0.32385 -0.48677 0.65263
H6 -1.70363 -0.00592 -0.33610
H7 -1.05473 -1.65503 -0.43271
H8 1.94927 -0.87214 -2.16972
H9 1.05903 -2.01489 -1.41035
C4 -0.61935 1.42901 2.89234
S1 1.00780 1.34074 3.65188
S2 2.04785 0.15045 2.31523
H10 -0.60493 1.82832 1.88699
H11 -1.21283 2.09777 3.51613
H12 -1.09207 0.44794 2.89000
H13 1.89915 -1.00353 2.98469

Properties
Relative energy (zero: lowest compared OMol25 entry of this formula, charge and spin), kcal/mol: 0.22
E_LUMO, eV: 0.770
M, g mol⁻¹: 139.289
Calculated total energy, hartree: -1011.3225


[3]
The following is a DFT calculation (the ωB97M-V functional and the def2-TZVPD basis) of C9H7BFN3O in the gas phase.

Positions of all 22 atoms, in Å:
F1 -4.66319 0.91519 0.33296
C1 -3.38902 0.66118 0.28394
C2 -2.59375 1.28938 1.20882
C3 -1.24444 1.07210 1.27172
C4 -0.73950 0.08797 0.36380
C5 -1.58247 -0.63155 -0.48573
C6 -2.99682 -0.33251 -0.62217
C7 -0.87283 -1.70911 -1.18853
O1 0.51966 -1.56565 -0.92325
B1 0.66231 -0.53086 -0.06583
C8 2.35828 0.16895 0.06774
N1 2.56216 1.44154 0.11870
N2 3.91580 1.69334 0.08680
C9 4.49562 0.55745 0.01348
N3 3.62354 -0.48127 0.00295
H1 -3.02433 2.14788 1.64842
H2 -0.56952 1.56304 2.01212
H3 -3.66246 -0.79394 -1.31034
H4 -1.20734 -2.59530 -0.52275
H5 -1.14114 -1.83375 -2.24714
H6 5.65992 0.34455 -0.09874
H7 3.88953 -1.46865 0.05304

Properties
E_LUMO, eV: 0.254
M, g mol⁻¹: 202.985
Calculated total energy, hartree: -711.3819